1.
A molecular structure, C34H31ClN7O4SSn at a distorted geometry, computed with ωB97M-V/def2-TZVPD.

Last column: Löwdin charge in e.
CARTESIAN COORDINATES (ANGSTROEM)
Sn  0.2979  -0.8926  0.6879  1.20
C  4.2382  -2.1646  -1.6080  0.04
O  4.4589  -1.1064  -0.5656  0.07
C  3.3580  -1.0080  0.1229  -0.34
N  2.3057  -1.5688  -0.3143  0.10
C  2.6961  -2.1740  -1.6635  -0.16
C  2.1767  -1.3163  -2.8659  -0.19
C  2.2082  0.0808  -2.9083  -0.03
C  1.7889  0.7013  -4.0884  -0.06
C  1.2195  -0.0282  -5.1150  -0.04
C  1.1675  -1.4418  -5.0166  -0.04
C  1.6045  -2.0893  -3.8670  -0.06
C  3.4455  -0.1035  1.2867  -0.15
C  4.6039  0.5984  1.5532  0.06
C  4.5526  1.6694  2.4275  0.05
C  3.3191  1.9055  3.0673  0.08
C  2.2168  1.1531  2.7157  -0.17
N  2.2930  0.1613  1.8557  0.12
C  0.8527  1.4959  3.0743  -0.28
N  -0.1113  0.9916  2.3851  0.09
C  -1.3709  1.4792  2.9415  -0.29
C  -0.9294  2.4437  4.0595  -0.02
O  0.5112  2.2763  4.1003  0.08
C  -2.4146  2.1173  2.0536  -0.25
C  -2.2607  2.6952  0.8151  -0.04
C  -3.3346  3.2817  0.1528  -0.06
C  -4.5916  3.3457  0.7908  -0.04
C  -4.7789  2.6617  2.0128  -0.02
C  -3.6357  2.1378  2.6969  -0.03
H  4.6341  -3.0978  -1.2399  0.14
H  4.7649  -1.8552  -2.5130  0.15
H  2.2031  -3.1217  -1.7930  0.13
H  2.5492  0.6851  -2.0887  0.12
H  1.8796  1.7676  -4.1937  0.12
H  0.7228  0.4318  -5.9808  0.13
H  0.8100  -2.0061  -5.9104  0.13
H  1.6312  -3.1584  -3.7804  0.12
H  5.5717  0.2838  1.1470  0.15
H  5.5021  2.1782  2.6935  0.15
H  3.1586  2.7104  3.7751  0.14
H  -1.8725  0.5904  3.4477  0.14
H  -1.3767  2.1771  5.0304  0.15
H  -1.1668  3.4719  3.7873  0.15
H  -1.2367  2.7180  0.4312  0.10
H  -3.2312  3.8275  -0.7869  0.11
H  -5.4081  3.8307  0.3198  0.10
H  -5.7220  2.5098  2.4700  0.10
H  -3.7042  1.6382  3.6592  0.13
Cl  -3.4285  2.6385  -4.2876  0.69
C  -2.2167  1.7956  -3.2793  -0.59
C  -1.2860  2.7593  -2.7784  -0.08
C  -0.2911  2.3143  -1.9487  0.01
C  -0.2544  0.9499  -1.4470  -0.35
O  0.5377  0.6815  -0.4869  -0.14
C  -1.0650  -0.0279  -2.1057  -0.13
C  -0.7297  -1.4055  -1.9741  -0.17
O  -0.1566  -1.9371  -1.0004  -0.16
C  -2.1206  0.4742  -2.9643  -0.03
H  -1.3270  3.7881  -3.0521  0.11
H  0.4093  3.0889  -1.5851  0.15
H  -0.9750  -2.0649  -2.8005  0.15
H  -2.7546  -0.2533  -3.4906  0.13
N  -3.4070  -2.6418  -0.7409  0.15
C  -3.3081  -1.4953  -0.0478  -0.77
N  -4.2010  -0.6014  -0.2756  0.20
S  -2.1919  -1.3640  1.3342  0.76
H  -3.9852  -2.6973  -1.5912  0.15
H  -2.5903  -3.2311  -0.8368  0.11
H  -4.8688  -0.7590  -1.0049  0.15
H  -4.1067  0.3248  0.1376  0.12
N  0.9844  -3.8103  3.9516  0.14
C  1.2108  -4.6246  2.8847  -0.03
C  1.1031  -3.8671  1.7878  -0.11
N  0.7263  -2.5881  2.1373  -0.05
C  0.6743  -2.5986  3.4774  -0.12
H  1.0150  -4.0031  4.8988  0.16
H  1.3969  -5.7018  2.9031  0.16
H  1.2218  -4.2181  0.7765  0.12
H  0.3885  -1.8084  4.1477  0.15

The spin multiplicity is 1. The energy above the lowest of the compared OMol25 structures with the same formula, charge and spin comes out at 75.39 kJ/mol. Its LUMO energy is -9.19 eV. The value obtained for the frontier orbital gap is 6.871 eV. As for the net charge: +3.


2.
A molecular structure, C34H31ClN7O4SSn at a distorted geometry, computed with ωB97M-V/def2-TZVPD.

Last column: Löwdin charge in e.
CARTESIAN COORDINATES (ANGSTROEM)
Sn  -0.0328  1.7375  0.0472  1.22
C  -0.1329  0.1118  4.3943  -0.02
O  0.2499  1.5325  4.4708  0.06
C  0.5047  1.8537  3.1866  -0.32
N  0.3264  1.0001  2.2862  0.01
C  -0.2188  -0.2273  2.9238  -0.25
C  0.3900  -1.4562  2.3520  -0.20
C  -0.1540  -1.7145  1.0452  -0.04
C  0.3307  -2.8411  0.3124  -0.06
C  1.1408  -3.7591  0.9553  -0.08
C  1.6141  -3.5340  2.2692  -0.05
C  1.2351  -2.3820  2.9235  -0.05
C  0.9298  3.2381  2.8950  -0.15
C  1.1551  4.2244  3.8110  0.05
C  1.3975  5.5168  3.3092  0.02
C  1.3014  5.8267  1.9675  0.07
C  1.0618  4.7276  1.1243  -0.16
N  0.8885  3.4882  1.5595  0.08
C  0.8446  4.8932  -0.3234  -0.33
N  0.6177  3.8706  -1.0959  0.05
C  0.3231  4.5178  -2.4060  -0.22
C  0.3257  6.0332  -2.1336  -0.02
O  0.8257  6.1169  -0.7868  0.06
C  1.2961  4.0787  -3.4813  -0.22
C  0.9028  3.0760  -4.3636  -0.03
C  1.8344  2.5082  -5.2393  -0.09
C  3.0919  2.9846  -5.3028  -0.07
C  3.5031  3.9995  -4.4007  -0.05
C  2.5908  4.5279  -3.5084  -0.06
H  -1.1467  0.0324  4.8922  0.16
H  0.6147  -0.3826  5.0211  0.14
H  -1.2360  -0.3085  2.6502  0.13
H  -1.0256  -1.1292  0.6807  0.10
H  -0.0599  -3.1002  -0.6778  0.11
H  1.5544  -4.6556  0.5261  0.10
H  2.2944  -4.2508  2.7668  0.13
H  1.7163  -2.1948  3.8715  0.11
H  1.2449  3.9875  4.9063  0.16
H  1.5236  6.3077  4.0557  0.14
H  1.2809  6.8206  1.5636  0.14
H  -0.6833  4.1546  -2.6636  0.15
H  -0.6693  6.4895  -2.0299  0.15
H  0.9881  6.5633  -2.7815  0.13
H  -0.1094  2.6354  -4.3383  0.09
H  1.5063  1.8282  -5.9710  0.10
H  3.8358  2.5640  -6.0042  0.13
H  4.4624  4.4919  -4.4710  0.11
H  2.9595  5.2652  -2.8175  0.12
Cl  -4.6568  -9.4643  -0.2775  1.01
C  -5.0639  -8.5764  1.0384  -0.56
C  -6.4744  -8.4530  1.3715  -0.04
C  -6.8779  -7.5313  2.2154  0.10
C  -5.8747  -6.6716  2.8890  -0.29
O  -6.2415  -5.7892  3.6068  0.25
C  -4.4388  -6.9995  2.6667  0.00
C  -3.3257  -6.1823  3.3246  -0.17
O  -3.4215  -5.0216  3.5069  0.15
C  -4.0655  -7.9298  1.7806  -0.02
H  -7.1968  -9.0827  0.8796  0.14
H  -7.9004  -7.3643  2.5052  0.16
H  -2.4138  -6.7474  3.5536  0.14
H  -3.0562  -8.1098  1.5291  0.13
N  0.1546  -1.3043  -4.4216  0.12
C  -0.8408  -0.4853  -4.0687  -0.87
N  -1.9230  -0.3885  -4.9053  0.09
S  -0.9133  0.3834  -2.5694  0.43
H  0.2906  -1.6661  -5.3381  0.11
H  0.9906  -1.3296  -3.8911  0.09
H  -2.1379  -1.0941  -5.6183  0.12
H  -2.7329  0.1888  -4.6662  0.11
N  4.0410  1.5339  -0.9436  0.10
C  4.2005  0.9081  0.2393  -0.03
C  2.9213  0.5504  0.6248  -0.09
N  2.0603  1.0407  -0.3444  -0.11
C  2.7843  1.5905  -1.3000  -0.16
H  4.8113  1.7891  -1.4983  0.16
H  5.1419  0.9736  0.7624  0.14
H  2.5716  0.0348  1.5369  0.11
H  2.3933  2.1297  -2.1589  0.12

The spin multiplicity is 1. The energy above the lowest of the compared OMol25 structures with the same formula, charge and spin comes out at 201.73 kJ/mol. Its LUMO energy is -10.43 eV. The value obtained for the frontier orbital gap is 4.280 eV. As for the net charge: +3.


3.
A molecular structure, C34H31CrF9N3O3PS at a distorted geometry, computed with ωB97M-V/def2-TZVPD.

Last column: Löwdin charge in e.
CARTESIAN COORDINATES (ANGSTROEM)
Cr  0.0706  -0.8314  1.4406  0.49
N  1.7671  -0.3066  2.6530  -0.03
C  1.7771  0.8883  3.5331  -0.19
C  0.4548  1.0488  4.2713  -0.16
C  -0.6348  1.6364  3.3854  -0.20
N  -1.2109  0.6199  2.4752  0.00
H  1.8592  -1.1336  3.2418  0.11
H  2.6159  -0.2982  2.0818  0.06
H  1.9644  1.7650  2.9119  0.10
H  2.5941  0.8144  4.2528  0.13
H  0.6040  1.7100  5.1246  0.13
H  0.1348  0.0775  4.6614  0.12
H  -0.2101  2.4318  2.7727  0.10
H  -1.4156  2.0766  4.0088  0.13
H  -1.8221  1.0872  1.8112  0.08
H  -1.8064  0.0001  3.0193  0.11
C  -2.7226  -4.7496  -3.0956  -0.04
O  -2.7726  -5.4338  -1.8502  -0.03
C  -2.4562  -4.7773  -0.7405  -0.26
C  -2.4643  -5.5398  0.4484  0.03
C  -2.1007  -4.9650  1.6256  0.00
C  -1.6600  -3.6208  1.6937  -0.11
C  -1.1281  -3.0851  2.9041  -0.33
C  -1.3359  -3.7821  4.2170  0.02
O  -0.4489  -2.0264  2.9370  -0.12
C  -1.7151  -2.8343  0.5033  -0.33
O  -1.4066  -1.5506  0.4809  -0.24
C  -2.1416  -3.4292  -0.6877  0.07
H  -2.8408  -5.5115  -3.8594  0.10
H  -1.7645  -4.2452  -3.2341  0.09
H  -3.5372  -4.0274  -3.1789  0.10
H  -2.7563  -6.5792  0.3904  0.13
H  -2.1189  -5.5636  2.5262  0.12
H  -2.3402  -4.1916  4.3010  0.10
H  -1.1584  -3.0751  5.0238  0.09
H  -0.6204  -4.6014  4.3128  0.11
H  -2.1794  -2.7974  -1.5646  0.12
S  1.4116  -2.6229  0.5294  0.75
C  2.8373  -1.7935  0.3899  -0.82
N  3.8103  -1.1664  0.3303  0.09
F  -4.2883  3.2927  -4.2351  0.15
C  -4.3088  3.4693  -2.9032  -0.59
F  -4.2776  4.7945  -2.6763  0.15
F  -5.4826  3.0067  -2.4476  0.14
C  -3.1379  2.7845  -2.2494  -0.10
C  -3.3327  1.7746  -1.3252  0.02
C  -2.2329  1.1649  -0.7336  -0.07
C  -0.9435  1.5697  -1.0590  -0.33
C  -0.7627  2.5737  -2.0125  -0.06
C  -1.8519  3.1795  -2.6064  0.02
P  0.5320  0.7666  -0.3195  1.09
C  1.2473  0.1314  -1.8748  -0.34
C  2.3959  0.5916  -2.5027  -0.05
C  2.8105  0.0107  -3.6907  0.02
C  2.0724  -1.0181  -4.2546  -0.10
C  0.9116  -1.4699  -3.6443  0.02
C  0.5060  -0.8993  -2.4529  -0.08
C  2.5549  -1.6452  -5.5354  -0.58
F  1.8582  -2.7519  -5.8457  0.14
F  2.4396  -0.7940  -6.5719  0.15
F  3.8505  -1.9903  -5.4474  0.15
C  1.5177  2.2074  0.2138  -0.33
C  2.8969  2.0988  0.3969  -0.09
C  3.6125  3.1373  0.9744  0.02
C  2.9478  4.2781  1.3968  -0.11
C  1.5764  4.4013  1.2230  0.01
C  0.8662  3.3705  0.6312  -0.09
C  3.6918  5.3596  2.1338  -0.58
F  3.5809  5.1595  3.4677  0.14
F  3.1972  6.5769  1.8737  0.15
F  4.9971  5.3703  1.8385  0.16
H  -4.3364  1.4620  -1.0726  0.13
H  -2.3864  0.3371  -0.0537  0.08
H  0.2384  2.8768  -2.2950  0.12
H  -1.7117  3.9546  -3.3485  0.14
H  2.9847  1.3932  -2.0793  0.10
H  3.7189  0.3511  -4.1701  0.13
H  0.3367  -2.2677  -4.0934  0.12
H  -0.3886  -1.2514  -1.9533  0.09
H  3.4180  1.1966  0.1033  0.08
H  4.6829  3.0533  1.1063  0.13
H  1.0684  5.2985  1.5515  0.13
H  -0.2021  3.4775  0.4949  0.11

The expectation value of S² is 0.767. The spin multiplicity is 2. Its LUMO energy (spin up / spin down) is -4.41 / -3.77 eV. The value obtained for the frontier orbital gap (spin up / spin down) is 6.986 / 7.600 eV. As for the net charge: +1.